[1]
{
  "formula": "C20H30BeNP",
  "method": "ωB97M-V with the def2-TZVPD basis set",
  "gap_ev": 7.87,
  "e_tot_ev": -32405.13762,
  "charge": 0,
  "symbols": ["P", "N", "H", "C", "C", "C", "H", "C", "C", "H", "H", "H", "H", "C", "C", "C", "H", "C", "C", "H", "H", "C", "H", "H", "C", "H", "H", "C", "H", "C", "C", "H", "C", "Be", "C", "H", "H", "H", "H", "C", "H", "H", "C", "H", "H", "H", "H", "H", "H", "H", "C", "H", "H"],
  "positions_angstrom": [[-1.20125, -0.32777, -1.99826], [0.29317, 1.96073, 0.77365], [-2.77820, -2.12875, -2.19127], [-0.70665, -3.14823, 2.14071], [-2.76205, -1.08603, -2.52462], [-2.13184, -1.24702, 2.63613], [2.71635, 0.22974, 1.81896], [-0.93896, -1.75780, 2.07472], [1.54737, 2.03232, 1.61966], [0.62093, -0.37136, 2.42119], [-1.05801, 0.52114, -0.67942], [4.76003, 0.50231, -2.97931], [-3.86819, -1.68274, 3.84384], [3.85483, 0.37506, -2.38562], [2.72284, -0.22464, -2.93685], [-1.55694, -3.98414, 2.85981], [-0.93342, 1.66440, 2.48556], [0.14618, -0.88859, 1.56357], [0.32251, -0.98730, -2.79732], [1.20061, 2.67455, -1.02703], [0.18517, -3.54842, 1.65525], [0.39874, 2.95109, -0.33604], [-3.58941, -0.55085, -2.04569], [-3.35809, -4.10936, 4.05529], [-2.98026, -2.09347, 3.35606], [-2.36399, -0.18488, 2.52475], [-1.48833, 1.12509, -3.97635], [-2.69648, -3.45625, 3.48372], [0.91829, -1.52526, 1.10185], [2.65881, 0.65878, -0.29079], [1.50906, 0.13692, -0.87155], [1.26829, 1.79617, 2.65739], [-1.27315, 1.29911, -2.91067], [0.11917, 0.30353, 0.24518], [-0.89605, 2.30661, 1.59483], [2.72174, -0.60127, -3.95818], [-2.06514, 1.93771, -2.49982], [-2.88709, -1.05922, -3.61297], [-1.05036, -1.32138, -0.91162], [2.68463, 1.10806, 1.15076], [-0.84242, 3.36289, 1.90595], [-1.32681, -5.04423, 2.94960], [1.54196, -0.33909, -2.17595], [-0.32704, 1.85332, -2.84403], [-0.55563, 2.99875, -0.87217], [0.30720, -2.07520, -2.60994], [3.62312, 1.64435, 1.33536], [0.26084, -0.83539, -3.88891], [0.62183, 3.93815, 0.09526], [-1.80527, 2.14643, 0.99650], [3.83351, 0.77343, -1.04970], [4.71503, 1.19794, -0.56795], [1.88878, 3.08006, 1.59648]],
  "nbo_charge": [1.25, -0.60, 0.25, -0.23, -0.96, -0.19, 0.23, 0.01, -0.21, 0.20, -0.32, 0.21, 0.20, -0.24, -0.21, -0.21, 0.23, -1.12, -0.73, 0.24, 0.20, -0.42, 0.25, 0.21, -0.23, 0.19, 0.23, -0.26, 0.22, -0.05, -0.62, 0.22, -1.00, 1.58, -0.42, 0.20, 0.22, 0.24, -0.15, -0.45, 0.19, 0.21, -0.06, 0.24, 0.21, 0.24, 0.22, 0.22, 0.19, 0.21, -0.21, 0.20, 0.19]
}



[2]
{
  "formula": "C20H30BrFN2O8",
  "method": "ωB97M-V with the def2-TZVPD basis set",
  "gap_ev": 5.65,
  "e_tot_ev": -113339.50068,
  "charge": 0,
  "symbols": ["O", "H", "H", "C", "H", "H", "H", "C", "O", "H", "C", "H", "C", "H", "O", "O", "C", "C", "H", "C", "C", "N", "H", "H", "H", "H", "C", "H", "C", "C", "H", "H", "N", "H", "H", "O", "H", "O", "H", "H", "C", "O", "H", "C", "H", "F", "O", "C", "C", "H", "H", "C", "C", "C", "C", "H", "Br", "H", "H", "H", "H", "C"],
  "positions_angstrom": [[1.67565, 1.57643, 0.88604], [1.00928, -3.07714, -0.13945], [-2.78355, -0.11959, -3.28671], [1.40323, 2.05197, 3.15306], [2.36406, 2.50875, 3.41982], [0.80433, 0.21533, 2.15882], [-1.96983, 4.06143, -4.98828], [1.03905, 2.78193, 0.96152], [-2.07358, 1.44319, -3.84906], [4.67397, -1.09092, 4.99830], [4.25448, -3.81941, 3.20169], [-1.84292, 5.03239, -2.23548], [-4.01192, -0.45713, 0.77328], [0.10064, 0.32136, -1.73209], [2.17374, -3.09431, 2.20204], [3.42450, -1.63336, 3.43971], [3.15454, -2.85171, 2.88569], [4.69979, -1.68130, 4.07776], [0.72405, 4.10087, -3.58665], [-0.99470, 4.34649, -2.33159], [-1.60137, 2.53073, -3.56191], [0.69128, -2.08804, 0.09196], [6.01465, -3.38708, 4.42766], [-0.49115, 3.09017, -5.31574], [0.92146, 1.71677, 4.07538], [-4.08097, -2.96232, -3.35462], [-1.73417, 0.51844, -0.62908], [-0.20327, -2.19237, -1.80793], [-1.11078, 3.55162, -4.54338], [-2.92895, -2.95611, -1.38888], [1.51346, -1.49035, -0.17601], [-2.32961, -3.87104, -1.85419], [-0.62248, -0.17142, -1.12981], [-1.84900, -0.60420, 1.27665], [3.85206, -4.79213, 3.49371], [0.84669, 3.51903, 0.00870], [-2.96663, -1.38288, -4.67314], [-5.13266, -0.71607, 0.09994], [-4.52166, -1.44824, -2.32621], [-1.47183, -1.58130, -3.50331], [-3.61908, -2.13723, -2.62503], [-4.18279, 0.06589, 2.16718], [-0.49167, 2.81943, 2.43421], [-0.45809, -1.66766, -0.79431], [-2.02634, 1.63603, -0.80731], [-4.03832, -3.55400, -0.57059], [-1.48506, 3.00731, -2.28773], [-2.47363, -0.67428, 0.26124], [4.95219, -3.14055, 4.35310], [0.78450, 4.06620, 2.66661], [-0.26327, 5.50290, -4.03120], [1.62556, 0.93971, 2.16191], [-0.30446, 4.47388, -3.66436], [-2.59347, -1.25156, -3.54689], [-1.98526, -2.08948, -0.38597], [5.44539, -1.25092, 3.40098], [-1.72026, -3.26154, 1.21132], [2.56468, 0.41010, 2.34684], [4.90744, -3.91549, 2.32978], [-0.30660, 4.51470, -1.49802], [4.47092, -3.42892, 5.29556], [0.57774, 3.03694, 2.36450]],
  "nbo_charge": [-0.50, 0.40, 0.27, -0.43, 0.20, 0.20, 0.25, 0.81, -0.58, 0.20, -0.53, 0.18, 0.70, 0.44, -0.56, -0.50, 0.79, -0.07, 0.21, -0.09, 0.81, -0.83, 0.23, 0.25, 0.24, 0.21, 0.32, 0.20, -0.53, 0.19, 0.37, 0.20, -0.51, 0.31, 0.25, -0.61, 0.22, -0.67, 0.28, 0.18, -0.46, -0.79, 0.26, 0.08, 0.31, -0.37, -0.51, -0.44, -0.43, 0.25, 0.23, -0.08, -0.43, -0.67, -0.06, 0.18, 0.07, 0.21, 0.24, 0.24, 0.21, -0.54]
}



[3]
{
  "formula": "C20H30ClN3O3",
  "method": "ωB97M-V with the def2-TZVPD basis set",
  "smiles": "CC[C@H](C)[C@@H](CC(=O)N[C@@]1(CO)CC[C@H](C)C1)NC(=O)c1cncc(Cl)c1",
  "gap_ev": 9.95,
  "e_tot_ev": -44364.15393,
  "de_lowest_kcal_mol": 1.2,
  "charge": 0,
  "symbols": ["H", "O", "H", "H", "H", "C", "H", "C", "H", "N", "H", "C", "C", "C", "H", "H", "H", "C", "C", "N", "C", "C", "H", "C", "C", "H", "H", "C", "H", "H", "C", "O", "H", "N", "C", "Cl", "H", "H", "H", "H", "H", "H", "C", "H", "C", "C", "H", "C", "H", "H", "H", "H", "C", "C", "H", "H", "O"],
  "positions_angstrom": [[-3.72248, 2.97747, 0.44230], [1.54231, 1.85532, 1.39308], [2.56175, -4.10299, -0.78280], [-3.81882, 0.79318, 0.35424], [-1.49592, 2.42285, 1.44864], [3.91372, -1.03664, 1.83403], [-2.62106, 4.32596, 0.21487], [3.36754, -1.77768, 3.08043], [6.34595, 2.67384, -2.01548], [4.90990, 3.19942, -0.62792], [2.01364, -3.52674, 3.06104], [3.73836, 2.88284, -0.08841], [3.47606, 0.96815, -1.49558], [-1.61157, 2.41724, 0.36023], [4.91941, -0.64856, 2.00316], [-2.74767, 0.15561, 1.60002], [2.95526, 0.07525, -1.82370], [-0.44723, -1.25079, -0.28614], [4.38947, -1.90737, 4.20210], [0.74521, 0.85658, -0.47917], [0.94605, -1.84775, -0.32844], [4.70347, 1.29408, -2.04099], [3.36988, 3.51704, 0.70823], [-2.89287, 0.24472, 0.51910], [1.69505, 1.51115, 0.23275], [3.28010, -0.18088, 1.60310], [-3.03759, -0.75535, 0.11088], [-2.79793, 3.28287, -0.04827], [0.75499, -2.36581, 1.60916], [-1.84739, 0.97491, -1.20866], [2.70529, -2.97940, 1.04476], [1.60169, -1.84660, -1.36389], [-0.85117, -1.31796, -1.29812], [1.41651, -2.30159, 0.85332], [3.87891, -2.05734, 0.69247], [5.40539, 0.30069, -3.27449], [4.68146, -0.92781, 4.58275], [1.90520, -5.50625, 1.57092], [-2.96218, 3.23730, -1.12767], [5.29087, -2.40927, 3.83987], [-1.09753, -1.81985, 0.37801], [3.78134, -1.61865, -0.29700], [-1.70851, 0.96699, -0.11860], [3.70107, -3.89022, 2.70594], [5.38453, 2.41375, -1.58838], [-0.39709, 0.22015, 0.16380], [-0.19696, 0.26875, 1.23804], [2.90654, -3.15209, 2.55260], [3.71606, -4.75256, 0.39267], [0.98266, 0.53627, -1.40491], [4.78772, -2.66637, 0.69712], [3.99475, -2.48915, 5.03789], [2.97955, 1.78941, -0.49203], [2.72683, -4.29575, 0.27557], [2.50322, -1.23195, 3.46664], [-0.69767, 2.85869, -0.04035], [1.70051, -5.18815, 0.68636]],
  "nbo_charge": [0.20, -0.62, 0.21, 0.22, 0.20, -0.40, 0.21, -0.22, 0.21, -0.40, 0.21, 0.08, -0.20, -0.40, 0.21, 0.20, 0.26, -0.50, -0.60, -0.62, 0.71, -0.07, 0.22, -0.62, 0.67, 0.22, 0.21, -0.61, 0.40, 0.19, 0.10, -0.67, 0.23, -0.62, -0.41, 0.02, 0.21, 0.46, 0.20, 0.20, 0.23, 0.24, -0.20, 0.21, 0.02, -0.04, 0.23, -0.41, 0.16, 0.41, 0.20, 0.21, -0.17, -0.07, 0.20, 0.21, -0.72]
}



[4]
{
  "formula": "C20H30ClN3O3",
  "method": "ωB97M-V with the def2-TZVPD basis set",
  "smiles": "CC[C@H](C)[C@@H](CC(=O)N[C@@]1(CO)CC[C@H](C)C1)NC(=O)c1cncc(Cl)c1",
  "gap_ev": 9.95,
  "e_tot_ev": -44364.15854,
  "de_lowest_kcal_mol": 1.1,
  "charge": 0,
  "symbols": ["H", "H", "C", "C", "H", "H", "C", "O", "H", "H", "H", "C", "C", "H", "C", "H", "C", "C", "C", "C", "H", "N", "N", "C", "H", "H", "H", "H", "C", "H", "O", "O", "C", "H", "H", "H", "H", "Cl", "H", "H", "C", "H", "H", "H", "C", "C", "C", "H", "H", "C", "H", "H", "N", "C", "H", "C", "H"],
  "positions_angstrom": [[1.53588, 2.44347, 1.27642], [2.55382, -1.42927, 3.05609], [-2.26474, 0.73918, -1.56898], [0.50733, -1.37766, -2.75628], [-2.72139, 4.85211, -0.11150], [3.50228, 2.11520, 2.35885], [-3.09608, 1.51228, 0.54177], [-1.99655, 4.22431, -0.09894], [0.82999, -0.34204, -2.77198], [2.53377, 2.06054, -0.13380], [-5.12182, -0.40026, 0.91828], [1.65563, 1.75614, 0.43815], [1.82679, 0.31563, 0.95031], [-4.08319, 1.79973, 0.16192], [0.35090, -2.08576, -1.57163], [-0.28339, -3.93797, -0.70911], [4.63514, -1.79789, 2.59554], [3.23188, -1.35471, 2.19949], [3.16887, 0.07248, 1.64929], [-0.13803, -3.38641, -1.62990], [4.30553, 0.88216, 3.31261], [1.63531, -0.58875, -0.17569], [-0.73588, 1.74374, 0.12293], [-4.17174, -0.65154, 1.39784], [-2.96297, 1.11084, -2.32314], [-2.93654, 2.04814, 1.48010], [2.08987, -0.34361, -1.04104], [-4.07564, -1.73838, 1.40172], [0.16981, -2.01887, -3.93336], [5.30702, -1.77185, 1.73487], [0.60115, 1.87895, -1.71111], [-0.03679, -1.81049, 0.75252], [-3.01226, -0.00906, 0.65587], [-1.47734, 3.38692, -1.91589], [2.84370, -2.04294, 1.44611], [5.06547, -1.16276, 3.37071], [-0.73062, 1.82903, 1.12634], [0.30868, -1.19667, -5.45165], [-2.08317, -0.26984, 1.17304], [-1.33968, 0.51255, -2.09150], [-2.88269, -0.45579, -0.80868], [4.62749, -2.81855, 2.97850], [-0.56220, -3.82879, -4.82086], [-4.21867, -0.31759, 2.43617], [-2.05032, 1.85144, -0.52387], [-0.29765, -3.32419, -3.89914], [-2.20691, 3.24494, -1.11581], [-2.29034, -1.36682, -0.89017], [2.56277, 1.09508, 3.45749], [0.62123, -1.48686, -0.22240], [-3.21148, 3.32815, -1.53953], [3.95643, 0.18694, 0.89115], [-0.44845, -4.00119, -2.76569], [3.39879, 1.10404, 2.75177], [1.02299, 0.07874, 1.65219], [0.46036, 1.83164, -0.49550], [-3.87235, -0.68785, -1.21090]],
  "nbo_charge": [0.23, 0.20, -0.41, -0.20, 0.48, 0.21, -0.40, -0.73, 0.26, 0.23, 0.20, -0.50, -0.04, 0.20, -0.17, 0.22, -0.60, -0.40, -0.20, 0.07, 0.22, -0.62, -0.62, -0.60, 0.21, 0.21, 0.41, 0.22, -0.07, 0.20, -0.66, -0.63, -0.23, 0.19, 0.21, 0.20, 0.40, 0.02, 0.22, 0.23, -0.40, 0.21, 0.21, 0.21, 0.10, 0.02, -0.07, 0.22, 0.20, 0.68, 0.17, 0.19, -0.40, -0.62, 0.23, 0.70, 0.20]
}